Version i
A molecular structure, C6H9NO2. Source: the Open Molecules 2025 dataset; level of theory: ωB97M-V with the def2-TZVPD basis set.

Geometry as ORCA input:
```
! RIJCOSX wB97M-V def2-TZVPD def2/J DEFGRID3
* xyz 0 1
N 0.465 1.499 1.359
C -0.665 1.539 0.661
C -0.998 0.408 -0.283
C 0.024 0.100 -1.398
C 0.201 -1.209 -0.648
C 0.367 -2.596 -1.146
C 1.441 -1.944 -0.287
O -0.782 -0.868 0.333
H -2.033 0.553 -0.624
H -0.412 0.007 -2.398
H 0.903 0.755 -1.423
H -0.247 -3.367 -0.678
H 0.558 -2.733 -2.212
H 2.374 -1.633 -0.760
H 1.530 -2.286 0.745
O -0.787 2.743 0.253
H 0.632 0.609 1.817
H 0.564 2.748 1.145
*
```

- E_HOMO: -9.48 eV
- LUMO energy: 0.667 eV
- Kohn-Sham gap: 10.15 eV



Version ii
2 unconnected molecules or ions with the total composition C6H9NO2. Source: the Open Molecules 2025 dataset; level of theory: ωB97M-V with the def2-TZVPD basis set.

Geometry as ORCA input:
```
! RIJCOSX wB97M-V def2-TZVPD def2/J DEFGRID3
* xyz 0 1
C -0.141 -0.877 1.971
C -1.350 -0.806 1.420
C -1.663 -1.306 0.078
O -0.541 -1.861 -0.719
C -1.069 -0.748 -1.155
O -1.088 -0.015 -2.080
H 0.646 -1.455 1.506
H 0.035 -0.536 2.975
H -2.173 -0.292 1.899
H -2.586 -1.864 -0.044
H -0.402 2.264 -0.928
N -0.053 1.969 -0.013
C 0.996 1.285 -0.053
C 1.848 0.922 -1.232
H 1.327 0.868 0.935
H 1.309 1.055 -2.167
H 2.756 1.524 -1.241
H 2.149 -0.126 -1.151
*
```

- E_HOMO: -9.60 eV
- LUMO energy: 0.884 eV
- SMILES string: C=C[C@@H]1OC1=O.[H]/N=C\C
- Kohn-Sham gap: 10.49 eV



Quick one: most stable of them? version ii



Version i
2 unconnected molecules or ions with the total composition C2H7N2O. Source: the Open Molecules 2025 dataset; level of theory: ωB97M-V with the def2-TZVPD basis set.

Geometry as ORCA input:
```
! RIJCOSX wB97M-V def2-TZVPD def2/J DEFGRID3
* xyz -1 1
C 0.316 0.493 1.198
C -1.035 -0.636 -0.606
N 1.206 -0.677 -0.698
N 0.166 -0.450 0.064
O 2.326 -0.400 -0.217
H -0.177 0.326 2.173
H 1.497 0.592 1.365
H -0.268 1.415 0.720
H -1.791 -1.325 0.099
H -1.259 0.444 -0.841
H -0.884 -1.224 -1.445
H -0.097 1.444 -1.813
*
```

- E_HOMO (alpha / beta): -1.42 / -1.42 eV
- LUMO energy (alpha / beta): 4.292 / 4.292 eV
- Kohn-Sham gap (alpha / beta): 5.71 / 5.71 eV



Version ii
2 unconnected molecules or ions with the total composition C2H7N2O. Source: the Open Molecules 2025 dataset; level of theory: ωB97M-V with the def2-TZVPD basis set.

Geometry as ORCA input:
```
! RIJCOSX wB97M-V def2-TZVPD def2/J DEFGRID3
* xyz -1 1
C -2.027 -1.241 0.152
O -1.584 -0.093 0.812
H -2.561 -0.994 -0.776
H -2.669 -1.811 0.838
H -1.184 -1.910 -0.099
N 1.539 -0.466 -0.820
C 1.060 0.502 0.080
N 1.524 1.690 -0.107
H 0.905 -1.090 -1.282
H 2.186 -0.073 -1.516
H -0.655 0.181 0.432
H 1.004 2.371 0.433
*
```

- E_HOMO: -2.10 eV
- LUMO energy: 4.234 eV
- Kohn-Sham gap: 6.33 eV



Quick one: most stable of them? version ii